Record 1
A gas-phase ion, C17H18N3O4S2 (charge +1). Source: the OMol25 dataset; level of theory: the ωB97M-V functional and the def2-TZVPD basis.

Last column: Löwdin charge in e.
Cartesian coordinates (Å):
C 5.726 5.277 -0.514  -0.05
H 6.531 5.664 0.109  0.10
H 6.087 5.139 -1.534  0.10
O 5.368 4.045 0.083  -0.05
C 4.397 3.254 -0.400  -0.19
C 4.202 2.080 0.332  0.02
C 3.250 1.151 -0.016  -0.03
C 2.442 1.369 -1.130  -0.18
C 2.624 2.539 -1.875  0.04
C 3.581 3.481 -1.536  -0.18
O 3.782 4.627 -2.246  -0.10
C 2.997 4.882 -3.387  -0.07
H 1.935 4.965 -3.136  0.10
H 3.139 4.114 -4.153  0.10
H 3.350 5.838 -3.769  0.10
H 2.005 2.709 -2.739  0.10
C 1.440 0.389 -1.490  -0.30
C 0.525 0.454 -2.520  -0.31
S -0.474 -0.939 -2.585  1.11
C 0.417 -1.528 -1.217  -0.59
N 1.339 -0.763 -0.765  0.14
N 0.114 -2.794 -0.563  0.14
H -0.023 -3.540 -1.258  0.19
H 0.933 -3.017 0.023  0.20
C -1.094 -2.685 0.285  -0.21
C -0.991 -2.027 1.501  0.02
C -2.125 -1.908 2.289  -0.02
C -3.321 -2.438 1.845  -0.25
C -3.418 -3.086 0.629  -0.02
C -2.291 -3.211 -0.170  0.00
H -2.351 -3.717 -1.122  0.13
H -4.367 -3.503 0.333  0.13
S -4.784 -2.316 2.895  0.61
O -4.332 -2.173 4.240  -0.27
O -5.671 -3.366 2.513  -0.27
N -5.390 -0.857 2.357  -0.04
H -6.294 -0.949 1.923  0.08
H -5.395 -0.150 3.074  0.08
H -2.092 -1.430 3.254  0.13
H -0.047 -1.616 1.824  0.13
H 0.380 1.231 -3.240  0.08
H 3.125 0.254 0.568  0.10
H 4.836 1.929 1.190  0.13
H 4.893 5.981 -0.514  0.10

Properties
SMILES string: COc1ccc(-c2csc([NH2+]c3ccc(S(N)(=O)=O)cc3)n2)cc1OC
LUMO level: -3.4 eV
highest occupied orbital energy: -0.377 Eh
total charge: +1
Kohn-Sham gap: 6.88 eV


Record 2
A single C17H18N4O2 molecule. Source: the OMol25 dataset; level of theory: the ωB97M-V functional and the def2-TZVPD basis.

Last column: Löwdin charge in e.
Cartesian coordinates (Å):
O 1.092 -2.440 -0.297  0.15
N 1.370 2.049 -2.304  0.11
N -0.442 1.904 -3.640  0.12
N -1.862 0.376 -2.458  0.21
O 0.496 -2.098 -2.432  0.03
C 0.344 -1.964 -1.116  -0.49
C 0.753 2.594 -3.319  -0.17
C -0.659 1.073 -2.663  -0.36
C -1.641 -0.474 -1.472  -0.26
C 1.132 0.584 1.742  -0.02
C 0.706 1.061 0.535  -0.03
C 0.831 3.164 5.167  -0.10
C 0.696 1.809 5.347  -0.10
C 0.964 3.685 3.890  -0.05
C 0.897 0.898 4.300  0.00
C 0.987 2.787 2.789  -0.03
C 1.015 1.395 2.925  -0.20
N 0.446 1.215 -1.845  -0.06
C -2.754 -1.371 -1.261  -0.05
C -1.058 -4.080 -2.517  -0.06
C 0.284 -3.441 -2.876  -0.19
C -0.315 -0.686 -0.718  -0.09
C 0.812 0.358 -0.722  -0.19
H 1.130 3.453 -3.839  0.09
H 1.466 -0.397 1.786  0.10
H 0.069 1.884 0.609  0.11
H 0.670 3.852 5.943  0.09
H 0.432 1.440 6.294  0.08
H 0.997 4.754 3.733  0.10
H 0.962 -0.142 4.651  0.11
H 0.978 3.123 1.833  0.06
H -2.442 -2.325 -0.732  0.10
H -3.138 -1.650 -2.256  0.09
H -3.608 -0.920 -0.667  0.12
H -1.131 -4.976 -3.114  0.09
H -1.894 -3.454 -2.725  0.05
H -1.196 -4.362 -1.544  0.05
H 1.115 -4.057 -2.495  0.12
H 0.386 -3.629 -3.998  0.15
H -0.706 -1.034 0.231  0.16
H 1.817 0.045 -0.763  0.16

Properties
SMILES string: CCOC(=O)[C@@H]1C(C)=Nc2ncnn2[C@H]1/C=C/c1ccccc1
LUMO level: 0.1 eV
highest occupied orbital energy: -0.311 Eh
Kohn-Sham gap: 8.60 eV
ΔE to the lowest compared entry with this formula, charge and spin: 113.0 kcal/mol


Record 3
A single C17H18N6O2S molecule. Source: the OMol25 dataset; level of theory: the ωB97M-V functional and the def2-TZVPD basis.

Last column: Löwdin charge in e.
Cartesian coordinates (Å):
O -3.139 -0.290 0.441  0.04
C -2.623 -0.769 -0.544  -0.57
N -2.162 -2.031 -0.622  0.08
H -1.590 -2.317 -1.401  0.15
C -2.211 -2.951 0.491  -0.11
H -2.431 -3.947 0.098  0.13
H -3.014 -2.632 1.157  0.13
C -0.884 -2.996 1.268  -0.30
C -0.565 -1.679 2.002  -0.11
H -0.211 -1.887 3.012  0.12
C 0.554 -1.069 1.160  -0.15
H 0.134 -0.472 0.349  0.08
C 1.224 -2.320 0.597  -0.18
H 1.918 -2.747 1.336  0.13
O 0.171 -3.228 0.340  -0.10
H 1.761 -2.157 -0.338  0.11
H 1.239 -0.455 1.738  0.12
H -1.439 -1.035 2.063  0.10
H -0.936 -3.836 1.975  0.15
C -2.491 0.000 -1.862  -0.36
H -3.089 -0.476 -2.639  0.09
H -1.454 0.080 -2.183  0.06
S -3.170 1.666 -1.640  1.01
C -1.924 2.378 -0.649  -0.57
N -0.727 1.861 -0.701  0.10
N 0.198 2.448 0.054  0.04
C 1.525 2.164 0.204  -0.24
N 2.027 2.987 1.108  0.08
N 1.090 3.802 1.548  0.06
C -0.033 3.504 0.924  -0.27
C -1.330 4.056 0.966  0.04
C -2.271 3.504 0.155  -0.06
H -3.285 3.864 0.118  0.11
H -1.528 4.883 1.626  0.12
C 2.287 1.172 -0.520  -0.16
C 1.811 0.568 -1.684  -0.02
C 2.611 -0.372 -2.309  -0.16
N 3.805 -0.728 -1.868  0.06
C 4.264 -0.141 -0.774  -0.14
C 3.555 0.810 -0.062  -0.01
H 3.953 1.275 0.825  0.11
H 5.248 -0.457 -0.455  0.11
H 2.283 -0.867 -3.214  0.11
H 0.849 0.838 -2.090  0.09

Properties
SMILES string: O=C(CSc1ccc2nnc(-c3ccncc3)n2n1)NC[C@@H]1CCCO1
LUMO level: -0.3 eV
highest occupied orbital energy: -0.326 Eh
Kohn-Sham gap: 8.53 eV
ΔE to the lowest compared entry with this formula, charge and spin: 0.0 kcal/mol


Record 4
A single C17H18O6 molecule. Source: the OMol25 dataset; level of theory: the ωB97M-V functional and the def2-TZVPD basis.

Last column: Löwdin charge in e.
Cartesian coordinates (Å):
O -1.038 2.892 1.395  0.11
O 2.232 -1.335 3.577  0.07
O -0.518 2.904 -0.820  0.14
O -0.285 -0.015 -5.541  0.04
O 1.606 0.522 2.425  0.03
O -0.603 -1.263 -0.211  0.02
C -0.716 2.283 0.390  -0.37
C 2.487 -0.348 2.889  -0.53
C -0.572 0.033 -0.600  -0.09
C -0.623 0.838 0.525  -0.02
C -0.387 2.712 -3.156  0.02
C -0.348 1.989 -4.350  0.01
C -0.457 2.071 -1.927  -0.18
C -0.319 0.608 -4.320  -0.29
C -0.471 0.680 -1.904  -0.02
C -0.369 -0.072 -3.106  -0.11
C 3.927 -0.106 2.492  0.02
C -0.492 -1.611 -3.100  -0.01
C -2.090 0.083 2.327  -0.01
C 0.240 0.450 2.876  -0.08
C -1.013 -2.564 1.767  -0.01
C -0.690 0.019 1.781  -0.38
C -0.274 -1.362 1.188  -0.23
H 0.073 -0.931 -5.386  0.11
H -0.363 3.797 -3.147  0.13
H -0.338 2.461 -5.322  0.12
H 4.171 -0.592 1.552  0.09
H 4.062 0.955 2.364  0.08
H 4.633 -0.485 3.260  0.10
H -0.467 -1.986 -4.143  0.07
H 0.338 -2.098 -2.554  0.09
H -1.441 -1.886 -2.598  0.10
H -2.228 -0.645 3.153  0.10
H -2.286 1.062 2.716  0.09
H -2.797 -0.114 1.509  0.11
H 0.125 -0.253 3.720  0.15
H -0.002 1.436 3.234  0.14
H -2.049 -2.515 1.535  0.07
H -0.636 -3.524 1.391  0.09
H -0.828 -2.559 2.840  0.09
H 0.807 -1.529 1.279  0.15

Properties
SMILES string: CC(=O)OC[C@@]1(C)c2c(c3c(C)c(O)ccc3oc2=O)O[C@@H]1C
LUMO level: 0.1 eV
highest occupied orbital energy: -0.310 Eh
Kohn-Sham gap: 8.52 eV
ΔE to the lowest compared entry with this formula, charge and spin: 0.0 kcal/mol